[1]
# C52H51FNO4OsSi

A structure of composition C52H51FNO4OsSi (ωB97M-V with the def2-TZVPD basis set, the OMol25 dataset).

CARTESIAN COORDINATES (ANGSTROEM)
1 Os 0.532 0.122 0.080
2 C 4.056 0.764 2.623
3 C 3.188 0.881 1.393
4 O 2.089 0.315 1.474
5 C 3.676 1.646 0.260
6 C 4.772 2.512 0.438
7 C 5.273 3.274 -0.586
8 C 4.673 3.173 -1.853
9 C 3.619 2.333 -2.078
10 C 3.074 1.518 -1.038
11 O 2.133 0.706 -1.307
12 H 3.612 0.045 3.305
13 H 4.109 1.729 3.131
14 H 5.070 0.460 2.363
15 H 5.224 2.594 1.419
16 H 6.104 3.947 -0.421
17 H 5.049 3.781 -2.668
18 H 3.150 2.259 -3.051
19 C 0.981 -3.486 -1.541
20 C 0.314 -3.071 -0.221
21 C -1.200 -3.019 -0.408
22 C 0.631 -4.141 0.832
23 C 0.935 -1.741 0.188
24 H 0.626 -2.865 -2.361
25 H 0.748 -4.530 -1.772
26 H 2.067 -3.390 -1.480
27 H -1.561 -3.954 -0.850
28 H -1.492 -2.196 -1.052
29 H -1.689 -2.892 0.559
30 H 0.163 -5.091 0.554
31 H 0.259 -3.852 1.816
32 H 1.709 -4.300 0.908
33 H 1.912 -1.991 0.658
34 C -5.419 0.823 2.407
35 C -4.527 1.639 3.086
36 C -3.160 1.400 3.010
37 C -2.630 0.354 2.250
38 C -3.557 -0.442 1.565
39 C -4.925 -0.226 1.642
40 Si -0.742 -0.007 2.107
41 C -0.041 1.097 3.534
42 C 0.890 2.124 3.386
43 C 1.367 2.854 4.469
44 C 0.923 2.569 5.751
45 C -0.004 1.551 5.933
46 C -0.468 0.831 4.842
47 C -0.607 -1.687 3.044
48 C 0.663 -2.099 3.470
49 C 0.861 -3.285 4.157
50 C -0.218 -4.117 4.436
51 C -1.485 -3.735 4.028
52 C -1.673 -2.533 3.351
53 H -6.485 1.008 2.463
54 H -4.895 2.470 3.676
55 H -2.490 2.062 3.544
56 H -3.198 -1.249 0.938
57 H -5.604 -0.869 1.095
58 H 1.238 2.377 2.395
59 H 2.086 3.649 4.306
60 H 1.291 3.133 6.599
61 H -0.363 1.315 6.928
62 H -1.183 0.034 5.011
63 H 1.516 -1.470 3.244
64 H 1.858 -3.567 4.473
65 H -0.069 -5.051 4.965
66 H -2.337 -4.371 4.241
67 H -2.680 -2.253 3.068
68 C 3.689 -1.198 -3.283
69 O 2.789 -0.601 -4.227
70 C 2.223 -1.445 -5.131
71 C 2.988 -2.180 -6.029
72 C 2.384 -2.998 -6.969
73 C 1.002 -3.096 -7.015
74 C 0.229 -2.374 -6.120
75 C 0.827 -1.533 -5.188
76 N 0.055 -0.793 -4.264
77 C -1.233 -0.518 -4.455
78 C -2.136 -0.059 -3.510
79 C -3.491 0.181 -3.913
80 C -4.430 0.544 -3.011
81 C -4.055 0.687 -1.637
82 C -2.786 0.487 -1.210
83 C -1.751 0.127 -2.127
84 O -0.541 -0.028 -1.790
85 H 4.289 -1.975 -3.759
86 H 3.123 -1.605 -2.444
87 H 4.333 -0.403 -2.923
88 H 4.065 -2.087 -5.988
89 H 2.994 -3.564 -7.661
90 H 0.522 -3.750 -7.731
91 H -0.845 -2.495 -6.122
92 H 0.429 -0.594 -3.332
93 H -1.600 -0.690 -5.462
94 H -3.746 0.054 -4.960
95 H -5.453 0.724 -3.316
96 H -4.803 0.982 -0.911
97 H -2.489 0.621 -0.181
98 F -4.459 5.503 0.563
99 C -3.318 4.771 0.399
100 C -2.497 4.544 1.483
101 C -1.343 3.796 1.307
102 C -0.977 3.251 0.066
103 C 0.241 2.430 -0.149
104 C -1.838 3.544 -1.001
105 C -3.002 4.286 -0.851
106 H -2.765 4.945 2.452
107 H -0.711 3.620 2.165
108 H 1.081 2.874 0.396
109 H 0.500 2.482 -1.211
110 H -1.581 3.175 -1.988
111 H -3.655 4.490 -1.690

Values from the calculation:
- E (eV) = -77495.1102
- frontier orbital gap (eV) = 5.31
- charge = -1
- F_max (eV/Å) = 0.9
- ΔE to the lowest compared entry with this formula, charge and spin (kcal/mol) = 0.00

[2]
# C4H11NP

A structure of composition C4H11NP (ωB97M-V with the def2-TZVPD basis set, the OMol25 dataset).

CARTESIAN COORDINATES (ANGSTROEM)
1 C -1.333 0.349 0.728
2 C -0.275 1.268 0.197
3 C -1.292 -0.874 -0.228
4 C 0.935 0.034 -0.715
5 N 0.162 -1.328 -0.591
6 P 2.633 0.116 0.022
7 H -1.018 0.158 1.799
8 H -2.314 0.711 0.544
9 H -0.558 2.037 -0.464
10 H 0.296 1.793 0.964
11 H -1.772 -1.725 0.318
12 H -1.632 -0.539 -1.143
13 H 0.856 0.389 -1.764
14 H 0.428 -1.987 0.153
15 H 0.295 -1.859 -1.406
16 H 2.094 -0.110 1.445
17 H 2.493 1.566 0.142

Values from the calculation:
- E (eV) = -15096.0504
- frontier orbital gap (eV) = 10.08
- charge = +1
- F_max (eV/Å) = 3.9
- ΔE to the lowest compared entry with this formula, charge and spin (kcal/mol) = 52.78

[3]
# C37H37N5O4S4Ti

A structure of composition C37H37N5O4S4Ti (ωB97M-V with the def2-TZVPD basis set, the OMol25 dataset).

CARTESIAN COORDINATES (ANGSTROEM)
1 Ti 0.195 0.013 0.623
2 C 2.536 -2.822 6.810
3 C 1.848 -2.159 5.646
4 C 0.734 -1.356 5.843
5 C 0.041 -0.695 4.803
6 C -1.029 0.154 5.172
7 N -2.088 0.591 4.423
8 C -2.785 -0.222 3.434
9 C -3.123 -1.627 3.943
10 C -3.625 -2.525 2.824
11 N -2.541 -2.846 1.914
12 C -2.802 -3.540 0.772
13 C -2.121 -3.406 -0.442
14 C -2.513 -4.176 -1.566
15 C -1.990 -3.995 -2.838
16 C -2.477 -4.827 -3.997
17 C -1.035 -3.012 -3.024
18 C -0.586 -2.228 -1.934
19 C 0.430 -1.247 -2.174
20 N 0.873 -0.361 -1.355
21 C 1.987 0.475 -1.803
22 C 3.193 0.300 -0.861
23 C 3.157 -1.019 -0.103
24 N 2.144 -0.976 0.962
25 C 2.417 -1.634 2.026
26 C 1.698 -1.640 3.279
27 C 2.326 -2.297 4.356
28 C 0.547 -0.872 3.477
29 O -0.002 -0.218 2.472
30 C -1.067 -2.445 -0.638
31 O -0.567 -1.798 0.385
32 H 1.825 -3.080 7.594
33 H 3.287 -2.161 7.250
34 H 3.042 -3.736 6.499
35 H 0.355 -1.230 6.852
36 H -1.036 0.488 6.204
37 H -2.677 1.243 4.912
38 H -2.197 -0.267 2.520
39 H -3.704 0.308 3.177
40 H -3.879 -1.559 4.729
41 H -2.234 -2.081 4.387
42 H -4.444 -2.022 2.289
43 H -4.033 -3.454 3.232
44 H -1.808 -2.156 1.812
45 H -3.638 -4.229 0.822
46 H -3.283 -4.927 -1.417
47 H -3.098 -5.653 -3.652
48 H -1.642 -5.246 -4.561
49 H -3.072 -4.227 -4.688
50 H -0.619 -2.827 -4.009
51 H 0.866 -1.262 -3.176
52 H 1.652 1.512 -1.820
53 H 2.259 0.188 -2.822
54 H 3.234 1.112 -0.129
55 H 4.113 0.348 -1.446
56 H 4.135 -1.214 0.343
57 H 2.927 -1.848 -0.780
58 H 3.349 -2.207 2.045
59 H 3.211 -2.893 4.161
60 O -1.146 1.576 -2.237
61 S -2.122 1.208 -1.215
62 N -1.671 0.579 0.054
63 O 0.833 1.695 0.710
64 C 1.232 2.991 1.077
65 C 2.637 2.919 1.641
66 C 3.641 3.840 1.570
67 C 4.761 3.493 2.377
68 C 4.571 2.325 3.046
69 S 3.037 1.643 2.721
70 C 1.162 3.877 -0.154
71 C 2.050 3.953 -1.189
72 C 1.590 4.777 -2.250
73 C 0.361 5.305 -1.995
74 S -0.253 4.786 -0.491
75 C 0.302 3.511 2.169
76 C -0.983 3.140 2.423
77 C -1.573 3.896 3.474
78 C -0.722 4.823 3.989
79 S 0.803 4.780 3.217
80 H 3.573 4.740 0.978
81 H 5.662 4.084 2.445
82 H 5.257 1.819 3.707
83 H 3.000 3.438 -1.190
84 H 2.151 4.975 -3.152
85 H -0.217 5.968 -2.618
86 H -1.483 2.345 1.895
87 H -2.585 3.752 3.826
88 H -0.903 5.521 4.791

Values from the calculation:
- E (eV) = -121068.4914
- frontier orbital gap (alpha / beta) (eV) = 5.29 / 7.80
- charge = 0
- spin multiplicity = 3
- F_max (eV/Å) = 0.7